The following is a DFT calculation (wB97M-V/def2-TZVPD) of a structure of composition C49H36F15GeN7O6S3SiTi.

```
119
Properties=species:S:1:pos:R:3:lowdin_spin:R:1
Ti 0.290 0.388 -1.428 0.93
N -0.995 1.292 0.326 0.01
C -1.043 2.779 0.273 0.00
C -2.471 3.262 0.017 0.00
C -2.791 4.347 -1.013 0.00
C -2.696 3.930 -2.488 0.00
N -1.396 4.346 -2.954 0.00
C -0.632 3.700 -3.850 0.00
N -1.208 2.723 -4.589 0.00
N 0.647 4.133 -4.025 0.00
C -0.089 3.271 -0.806 0.00
O 0.257 4.534 -0.805 0.00
O 0.354 2.452 -1.682 0.00
H -1.932 0.895 0.430 0.02
H -0.324 1.030 1.025 0.00
H -0.672 3.231 1.212 0.00
H -2.859 3.684 0.926 0.00
H -3.048 2.347 -0.098 0.00
H -2.233 5.290 -0.846 0.00
H -3.833 4.675 -0.832 0.00
H -3.543 4.311 -3.120 0.00
H -2.793 2.778 -2.712 0.00
H -0.863 4.778 -2.201 0.00
H -2.082 2.306 -4.475 0.00
H -0.494 2.072 -4.916 0.00
H 1.057 4.564 -3.182 0.00
H 1.315 3.376 -4.280 0.00
C 2.726 -5.523 -0.476 0.00
C 2.464 -4.369 -1.415 0.00
C 1.172 -3.882 -1.426 0.00
C 0.710 -3.087 -2.434 0.00
C 1.634 -2.527 -3.290 0.00
C 2.995 -2.887 -3.242 0.00
C 3.370 -3.886 -2.351 0.00
S 1.172 -1.084 -4.220 0.00
O 2.216 -0.957 -5.213 0.00
O -0.201 -1.247 -4.661 0.00
N 1.410 0.107 -3.201 0.01
C 2.664 0.758 -3.189 0.00
C 3.734 0.232 -2.441 0.00
C 4.966 0.886 -2.394 0.00
C 5.053 2.042 -3.152 0.00
C 3.952 2.519 -3.851 0.00
N 2.753 1.920 -3.787 0.00
H 3.691 -5.629 -0.039 0.00
H 2.533 -6.554 -0.862 0.00
H 1.929 -5.352 0.308 0.00
H 0.442 -4.107 -0.675 0.00
H -0.290 -2.802 -2.562 0.00
H 3.713 -2.436 -3.921 0.00
H 4.374 -4.275 -2.462 0.00
H 3.604 -0.749 -1.907 0.00
H 5.790 0.474 -1.850 0.00
H 5.951 2.590 -3.229 0.00
H 4.125 3.426 -4.405 0.00
S -3.541 0.267 -4.542 0.02
C -2.458 0.262 -3.361 0.02
N -1.507 0.313 -2.636 0.00
O 1.843 0.760 -0.133 0.03
O -0.084 -1.327 -0.506 0.05
C 6.730 0.405 2.677 0.00
C 5.490 -0.169 2.910 0.00
C 4.340 0.240 2.214 0.00
C 4.380 1.257 1.285 0.00
C 5.619 1.871 1.100 0.00
C 6.793 1.420 1.670 0.00
Si 2.819 1.887 0.376 0.01
C 2.064 2.925 1.715 0.00
C 1.261 2.256 2.661 0.00
C 0.421 3.030 3.400 0.00
C 0.342 4.421 3.247 0.00
C 1.173 5.111 2.336 0.00
C 2.001 4.296 1.546 0.00
H 7.612 0.018 3.149 0.00
H 5.462 -0.982 3.640 0.00
H 3.409 -0.317 2.291 0.00
H 5.749 2.643 0.336 0.00
H 7.692 1.907 1.452 0.00
H 3.312 2.756 -0.670 0.00
H 1.417 1.166 2.785 0.00
H -0.161 2.671 4.172 0.00
H -0.431 4.899 3.851 0.00
H 1.098 6.187 2.283 0.00
H 2.577 4.779 0.762 0.00
F -2.917 -4.550 2.917 0.00
C -2.446 -3.793 3.890 0.00
C -1.880 -2.589 3.564 0.01
C -1.487 -1.910 4.661 0.00
F -1.043 -0.664 4.509 0.00
C -1.629 -2.341 5.974 0.00
F -1.529 -1.525 6.997 0.00
C -2.072 -3.612 6.241 0.00
F -2.034 -4.076 7.477 0.00
C -2.512 -4.373 5.181 0.00
F -2.934 -5.638 5.392 0.00
Ge -2.226 -1.755 1.738 0.26
S 0.153 -1.409 1.062 0.35
C -4.191 -1.274 2.315 0.13
C -5.349 -2.029 2.305 0.02
F -5.247 -3.374 2.224 0.00
C -6.658 -1.538 2.247 0.00
F -7.638 -2.444 2.296 0.00
C -6.890 -0.176 2.299 0.01
F -8.162 0.253 2.218 0.00
C -5.795 0.619 2.478 0.00
F -6.098 1.930 2.439 0.00
C -4.488 0.096 2.446 0.02
F -3.607 1.068 2.569 0.01
C -2.583 -3.206 0.474 0.03
C -3.512 -3.199 -0.576 0.01
F -4.325 -2.159 -0.816 0.00
C -3.716 -4.239 -1.484 0.00
F -4.764 -4.136 -2.281 0.00
C -3.056 -5.425 -1.354 0.00
F -3.381 -6.537 -2.008 0.00
C -2.034 -5.463 -0.428 0.00
F -1.251 -6.546 -0.325 0.00
C -1.817 -4.399 0.416 0.01
F -0.882 -4.639 1.376 0.00
```

**Maximum force**: 0.08910 hartree/bohr
**2S+1**: 3
**Expectation value of S²**: 2.012
**Total charge**: -2
**HOMO energy (alpha / beta)**: -0.050 / -0.097 Ha
**Kohn-Sham gap (alpha / beta)**: 5.23 / 6.52 eV

***

The following is a DFT calculation (wB97M-V/def2-TZVPD) of a structure of composition C48H48BrCdN8O2S.

```
109
Properties=species:S:1:pos:R:3:lowdin_charge:R:1
Cd -0.572 0.048 1.160 1.40
O 3.859 3.493 -0.320 0.04
C 2.687 4.199 -0.501 -0.27
C 2.752 5.583 -0.489 -0.03
C 1.601 6.350 -0.661 -0.09
C 0.409 5.708 -0.943 -0.10
C 0.324 4.315 -0.877 -0.06
C 1.427 3.529 -0.698 -0.11
C 1.295 2.021 -0.342 -0.48
O -0.004 1.562 -0.274 -0.32
N 2.126 1.313 -1.295 -0.04
N 2.194 -0.026 -1.026 0.03
C 2.598 -0.770 -1.998 -0.19
C 2.944 -2.223 -1.801 -0.56
Br 1.837 -3.066 -0.439 0.82
C 3.841 -2.967 -2.433 -0.12
C 4.755 -2.468 -3.432 -0.24
C 5.024 -3.273 -4.540 -0.03
C 6.002 -2.905 -5.466 -0.07
C 6.702 -1.700 -5.289 -0.05
C 6.318 -0.849 -4.214 -0.06
C 5.315 -1.206 -3.355 -0.06
H 3.723 2.550 -0.446 0.07
H 3.738 6.056 -0.377 0.13
H 1.623 7.428 -0.635 0.10
H -0.500 6.278 -0.974 0.09
H -0.641 3.778 -0.880 0.10
H 1.882 1.874 0.628 0.13
H 1.916 1.540 -2.279 0.15
H 2.861 -0.230 -2.907 0.12
H 3.868 -4.039 -2.180 0.12
H 4.481 -4.187 -4.685 0.11
H 6.100 -3.487 -6.396 0.11
H 7.382 -1.441 -6.093 0.10
H 6.856 0.052 -4.019 0.10
H 5.086 -0.525 -2.549 0.11
N -2.050 3.745 2.162 0.21
C -3.307 3.195 2.062 -0.22
C -4.540 3.756 1.774 0.01
C -5.602 2.850 1.693 -0.07
C -5.437 1.458 1.878 -0.08
C -4.170 0.951 2.107 -0.03
C -3.084 1.846 2.222 -0.25
N -1.715 1.594 2.374 0.08
C -1.151 2.795 2.346 -0.28
C 0.249 3.067 2.673 -0.34
C 0.969 4.174 2.372 -0.35
S 2.512 4.108 3.054 1.09
C 2.133 2.508 3.586 -0.45
N 0.937 2.132 3.375 0.03
H -1.935 4.708 2.332 0.17
H -4.700 4.808 1.605 0.12
H -6.576 3.256 1.580 0.10
H -6.313 0.823 1.896 0.11
H -4.080 -0.184 2.279 0.12
H 0.680 4.988 1.729 0.07
H 2.929 1.961 4.057 0.07
C -1.184 -1.295 4.305 -0.05
C -0.721 -2.650 3.829 -0.21
C 0.043 -3.514 4.629 -0.05
C 0.406 -4.778 4.200 -0.08
C 0.095 -5.176 2.907 -0.05
C -0.583 -4.309 2.050 -0.22
C -0.951 -4.852 0.663 -0.06
C -1.000 -3.032 2.498 -0.22
N -1.530 -2.142 1.521 0.08
C -2.734 -2.173 1.045 -0.27
C -3.822 -3.057 1.510 -0.01
C -2.930 -1.320 -0.211 -0.30
C -4.064 -1.649 -1.074 0.00
N -2.101 -0.434 -0.508 0.08
C -2.051 0.063 -1.834 -0.21
C -2.539 1.383 -2.035 -0.18
C -3.011 2.247 -0.896 -0.03
C -2.557 1.849 -3.361 -0.04
C -1.964 1.129 -4.363 -0.08
C -1.480 -0.133 -4.130 -0.05
C -1.585 -0.725 -2.890 -0.23
C -1.168 -2.146 -2.762 -0.04
H -1.625 -1.337 5.302 0.09
H -1.776 -0.798 3.571 0.01
H -0.281 -0.646 4.414 0.08
H 0.335 -3.291 5.633 0.11
H 0.965 -5.452 4.880 0.12
H 0.411 -6.161 2.508 0.12
H -2.049 -4.873 0.475 0.08
H -0.595 -5.877 0.482 0.09
H -0.538 -4.140 -0.077 -0.01
H -3.511 -3.749 2.278 0.09
H -4.253 -3.589 0.640 0.09
H -4.669 -2.433 1.922 0.12
H -4.967 -1.286 -0.608 0.10
H -4.213 -2.748 -1.199 0.11
H -4.117 -1.202 -2.074 0.11
H -3.867 1.892 -0.447 0.04
H -3.225 3.271 -1.260 0.10
H -2.151 2.409 -0.179 0.06
H -3.005 2.818 -3.566 0.11
H -1.928 1.548 -5.362 0.11
H -1.014 -0.730 -4.904 0.12
H -1.952 -2.798 -3.108 0.09
H -0.849 -2.372 -1.738 0.04
H -0.260 -2.376 -3.355 0.09
C 3.601 -1.939 2.432 -0.05
C 2.327 -1.256 2.338 -0.25
N 1.349 -0.639 2.271 0.12
H 4.002 -2.094 1.416 0.08
H 3.458 -2.875 2.956 0.09
H 4.272 -1.417 3.139 0.10
```

**Maximum force**: 0.06732 hartree/bohr
**Total charge**: +1
**HOMO energy**: -0.373 Ha
**Kohn-Sham gap**: 7.24 eV

***

Calculated ΔE to the lowest compared entry with this formula, charge and spin in order - 0.0 5.6 kcal per mole